Record 1
{"formula": "C5H7NO2", "method": "the ωB97M-V functional and the def2-TZVPD basis", "elements": ["C", "C", "C", "C", "C", "H", "H", "H", "H", "H", "H", "H", "N", "O", "O"], "positions_angstrom": [[-0.38810, -0.44499, 0.73885], [0.62809, 0.11089, 1.39504], [1.39632, 0.92865, 0.54279], [0.82076, 0.94257, -0.89913], [-0.50089, 0.17075, -0.68963], [-1.59635, -1.93042, 0.27510], [-1.03824, -1.96225, 1.82071], [0.79497, -0.02782, 2.44494], [0.64181, 1.97435, -1.23426], [1.48229, 0.38778, -1.64276], [-1.34596, 0.88660, -0.65810], [-1.17945, -0.51407, -2.40182], [-1.34259, -1.33975, 1.06870], [2.31435, 1.66545, 0.88160], [-0.68701, -0.84775, -1.64204]], "mulliken_charge": [0.21, -0.67, 0.31, -0.56, 0.32, 0.30, 0.27, 0.45, 0.26, 0.25, 0.28, 0.33, -0.53, -0.63, -0.58], "e_above_lowest_kcal_mol": 10.52, "lumo_energy_ev": 0.5, "homo_lumo_gap_ev": 9.52, "smiles": "NC1=CC(=O)C[C@H]1O", "e_homo_ha": -0.3306}


Record 2
{"formula": "C3H14O4", "method": "the ωB97M-V functional and the def2-TZVPD basis", "elements": ["C", "C", "C", "H", "H", "H", "H", "H", "H", "H", "H", "O", "H", "H", "O", "H", "H", "O", "H", "H", "O"], "positions_angstrom": [[-1.20588, 2.01330, -0.42218], [-1.45952, 0.56123, -0.71746], [-2.58521, -0.03160, -0.25554], [-0.33309, 2.35649, 0.13180], [-1.23523, 2.57737, -1.35938], [-2.09325, 2.32304, 0.14119], [-0.71594, -0.04882, -1.21569], [-3.02436, -0.76808, -0.92310], [-3.18578, 0.46656, 0.49503], [-1.28700, -2.49516, -3.60812], [-1.42587, -0.98721, -3.24838], [-0.79650, -1.69651, -3.40887], [2.60507, 0.79771, 1.45324], [3.35207, 2.07872, 1.22892], [2.60529, 1.56922, 0.89726], [2.44146, -2.02047, -0.15974], [1.36035, -1.55168, 0.76879], [2.03777, -2.20697, 0.68210], [0.71019, -0.56696, 3.43628], [-0.38585, -0.06673, 2.50885], [0.44156, 0.19009, 2.90975]], "mulliken_charge": [-1.04, -0.04, -0.68, 0.24, 0.28, 0.31, 0.41, 0.22, 0.30, 0.32, 0.33, -0.64, 0.31, 0.30, -0.61, 0.32, 0.31, -0.63, 0.32, 0.30, -0.62], "e_above_lowest_kcal_mol": 44.94, "lumo_energy_ev": 0.6, "homo_lumo_gap_ev": 10.06, "smiles": "C=CC.O.O.O.O", "e_homo_ha": -0.3476}


Record 3
{"formula": "C52H40ClN3O7", "method": "the ωB97M-V functional and the def2-TZVPD basis", "elements": ["C", "C", "C", "Cl", "C", "C", "N", "C", "C", "N", "C", "C", "O", "C", "N", "H", "H", "H", "H", "H", "H", "H", "H", "H", "H", "H", "H", "H", "H", "H", "H", "C", "C", "C", "C", "C", "C", "C", "O", "C", "C", "C", "C", "C", "C", "C", "O", "H", "H", "H", "H", "H", "H", "H", "H", "C", "C", "C", "C", "C", "C", "C", "O", "C", "C", "C", "C", "C", "C", "C", "O", "H", "H", "H", "H", "H", "H", "H", "H", "C", "C", "C", "C", "C", "C", "C", "O", "C", "C", "C", "C", "C", "C", "C", "O", "H", "H", "H", "H", "H", "H", "H", "H"], "positions_angstrom": [[0.39663, -3.09705, 0.73993], [-0.00923, -2.68221, -0.73092], [0.24223, -1.16929, -1.08674], [2.05973, -0.97643, -1.14136], [-0.27911, -0.12543, 0.00202], [0.89311, 0.69651, 0.67599], [1.70878, 1.27535, 1.26277], [-1.33556, 0.92145, -0.52534], [-0.96171, 1.51586, -1.91780], [-0.84662, 1.73104, -3.04568], [-2.84800, 0.44714, -0.50637], [-3.08352, -1.09232, -0.65498], [-2.91665, -1.41908, -2.05285], [-4.59627, -1.37057, -0.20854], [-4.74865, -1.16770, 1.27727], [0.77913, -2.23476, 1.35214], [-0.54999, -3.43044, 1.26278], [1.09454, -3.97392, 0.76577], [-1.06177, -2.99597, -0.97721], [0.63719, -3.27867, -1.43754], [-0.13381, -1.00223, -2.12392], [-0.76463, -0.66930, 0.86237], [-1.27871, 1.80252, 0.17749], [-3.27564, 0.79311, 0.47674], [-3.43309, 1.00040, -1.29427], [-2.45926, -1.73318, 0.02489], [-2.96871, -2.39686, -2.07886], [-5.32473, -0.70652, -0.73258], [-4.80470, -2.46942, -0.36445], [-4.96540, -0.17780, 1.45062], [-3.80290, -1.33009, 1.65427], [1.53711, 2.90380, -5.76916], [1.99837, 3.46452, -6.95760], [2.93739, 2.79118, -7.72711], [3.42826, 1.55861, -7.30493], [2.98364, 1.00834, -6.10144], [2.02850, 1.67924, -5.34093], [3.53205, -0.28020, -5.61294], [3.14042, -0.75979, -4.56574], [4.57119, -0.96752, -6.41939], [5.13778, -2.14909, -5.94744], [6.10089, -2.80637, -6.70027], [6.49570, -2.29111, -7.93218], [5.93796, -1.11128, -8.40390], [4.98148, -0.44127, -7.64488], [4.41774, 0.83848, -8.14340], [4.76547, 1.29099, -9.21835], [0.79690, 3.42564, -5.17354], [1.62273, 4.42733, -7.28478], [3.28959, 3.22874, -8.65398], [1.67029, 1.24936, -4.41272], [4.83136, -2.55570, -4.99056], [6.54430, -3.72320, -6.32862], [7.24290, -2.80908, -8.52264], [6.25138, -0.71096, -9.36099], [5.11459, 0.90461, 0.35891], [6.28382, 0.86164, -0.39444], [7.31217, 1.75465, -0.12371], [7.16508, 2.69895, 0.89224], [5.97753, 2.75267, 1.62696], [4.95881, 1.84121, 1.35909], [5.78518, 3.78323, 2.67667], [4.75368, 3.82944, 3.31988], [6.87271, 4.76378, 2.92275], [6.68737, 5.77299, 3.86449], [7.70221, 6.68690, 4.11193], [8.91034, 6.59134, 3.42629], [9.09770, 5.59096, 2.48318], [8.07655, 4.68043, 2.22182], [8.27602, 3.63665, 1.18539], [9.33087, 3.55594, 0.58309], [4.30928, 0.21074, 0.16826], [6.39410, 0.13195, -1.18871], [8.22583, 1.71870, -0.70553], [4.03960, 1.86396, 1.93133], [5.74993, 5.84954, 4.40302], [7.55365, 7.47467, 4.84178], [9.70494, 7.30144, 3.62549], [10.03773, 5.52280, 1.94814], [-5.41608, -3.83055, 5.78787], [-5.30219, -2.95412, 4.71177], [-6.42609, -2.30624, 4.21974], [-7.67221, -2.54148, 4.79486], [-7.79033, -3.43846, 5.85800], [-6.65698, -4.07334, 6.35985], [-9.11843, -3.73701, 6.44968], [-9.22171, -4.51568, 7.37869], [-10.31890, -3.07487, 5.88167], [-11.57882, -3.38649, 6.38691], [-12.70694, -2.76326, 5.87194], [-12.58080, -1.81917, 4.85624], [-11.32819, -1.50941, 4.34588], [-10.19498, -2.14297, 4.85018], [-8.86464, -1.82953, 4.27234], [-8.75390, -1.00719, 3.38189], [-4.53549, -4.32907, 6.17699], [-4.33411, -2.77506, 4.25770], [-6.33009, -1.62158, 3.38516], [-6.74233, -4.76026, 7.19368], [-11.68190, -4.11828, 7.17969], [-13.68703, -3.01116, 6.26325], [-13.46202, -1.32782, 4.45974], [-11.23474, -0.77752, 3.55209]], "mulliken_charge": [-1.00, -0.63, 0.31, -0.16, -0.04, -0.27, -0.43, 0.02, -0.17, -0.48, -0.94, 0.61, -0.58, -0.84, -0.47, 0.27, 0.27, 0.29, 0.09, 0.57, 0.43, 0.42, 0.60, 0.29, 0.44, -0.20, 0.43, 0.36, 0.33, 0.29, 0.17, -0.52, -0.43, -0.65, 0.48, 0.17, -0.73, 0.48, -0.64, 0.10, -0.55, -0.49, -0.45, -0.58, 0.23, 0.56, -0.68, 0.44, 0.39, 0.46, 0.66, 0.48, 0.40, 0.40, 0.47, -0.05, -0.57, -0.55, 0.18, 0.21, -0.89, 0.52, -0.66, 0.17, -0.53, -0.46, -0.46, -0.54, 0.17, 0.63, -0.67, 0.28, 0.46, 0.46, 0.62, 0.46, 0.40, 0.39, 0.46, -0.55, -0.38, -0.82, 0.25, 0.35, -0.60, 0.59, -0.66, 0.13, -0.54, -0.46, -0.47, -0.51, 0.16, 0.49, -0.67, 0.39, 0.40, 0.71, 0.47, 0.46, 0.40, 0.39, 0.46], "lumo_energy_ev": -1.1, "homo_lumo_gap_ev": 8.39, "smiles": "CC[C@H](Cl)[C@@H](C#N)[C@@H](C#N)C[C@H](O)CN.O=C1c2ccccc2C(=O)c2ccccc21.O=C1c2ccccc2C(=O)c2ccccc21.O=C1c2ccccc2C(=O)c2ccccc21", "e_homo_ha": -0.3472}


Record 4
{"formula": "C6H10O", "method": "the ωB97M-V functional and the def2-TZVPD basis", "elements": ["C", "C", "O", "C", "C", "C", "C", "H", "H", "H", "H", "H", "H", "H", "H", "H", "H"], "positions_angstrom": [[-1.86479, -0.24371, 0.57676], [-0.98047, -0.03013, -0.63957], [-0.79505, 1.37766, -0.87048], [0.60156, 1.40467, -0.66667], [1.57959, 0.30337, 0.93870], [1.04639, -1.07653, 0.73782], [0.50773, -0.38346, -0.49160], [-2.83280, 0.24296, 0.40487], [-1.40289, 0.20466, 1.46545], [-2.04098, -1.31216, 0.75843], [-1.41870, -0.52025, -1.52478], [1.18268, 1.48838, -1.59758], [0.87549, 2.21536, 0.01374], [2.52644, 0.36193, 0.35651], [0.29285, -1.40007, 1.46303], [1.73440, -1.89076, 0.48004], [0.98854, -0.74191, -1.40465]], "mulliken_charge": [-1.55, 0.37, -0.43, -0.60, -0.53, -0.63, -0.04, 0.37, 0.38, 0.36, 0.34, 0.36, 0.35, 0.21, 0.23, 0.29, 0.54], "e_above_lowest_kcal_mol": 121.16, "lumo_energy_ev": 0.9, "homo_lumo_gap_ev": 9.00, "e_homo_ha": -0.2978}